# C2H4NO2

The ion C2H4NO2 with charge +1 at a distorted geometry (the ωB97M-V functional and the def2-TZVPD basis, the OMol25 dataset).

```
9
Properties=species:S:1:pos:R:3:forces:R:3:nbo_charge:R:1
C 0.997 1.570 -0.259 -0.92 0.30 -1.30 0.254
C 0.425 0.407 0.376 -2.39 -2.68 -1.17 0.230
N -1.204 -1.522 -0.047 -0.04 -0.06 0.10 -0.209
O 2.061 1.972 0.128 0.22 -0.18 0.54 -0.348
O -0.771 -0.369 -0.414 3.00 2.52 1.62 -0.171
H 0.438 2.013 -1.094 0.02 0.07 0.01 0.176
H 0.897 -0.197 1.138 -0.18 -0.20 0.12 0.220
H -0.821 -2.040 0.741 0.13 0.18 0.00 0.415
H -2.023 -1.834 -0.569 0.17 0.07 0.08 0.434
```
Positions in Å, forces in eV/Å.

## Properties
**Charge**: +1
**Gap between HOMO and LUMO (spin up / spin down)**: 8.19 / 8.37 eV
**DFT total energy**: -7710.558 eV
**Energy relative to the best compared isomer or geometry (same formula, charge and spin)**: 124.5 kcal per mole

# C2H4NO2

A cluster of 2 separate species, C2H4NO2 in total at a distorted geometry (the ωB97M-V functional and the def2-TZVPD basis, the OMol25 dataset).

```
9
Properties=species:S:1:pos:R:3:forces:R:3:nbo_charge:R:1
C -1.622 0.151 -0.469 1.69 3.14 -0.31 -0.207
C 1.932 -0.022 0.023 0.07 2.99 0.32 0.315
N -1.301 -0.447 0.553 0.41 -1.26 1.68 0.456
O -1.025 -1.045 1.480 -0.67 0.39 -0.95 0.047
O 0.981 0.335 0.688 0.64 0.27 0.24 -0.582
H -0.958 1.093 -0.694 -1.01 -1.99 0.26 0.356
H -2.606 0.084 -0.865 -0.84 -0.53 -0.40 0.319
H 1.724 -0.778 -0.669 0.57 -1.78 -1.25 0.129
H 2.875 0.628 -0.047 -0.85 -1.23 0.41 0.166
```
Positions in Å, forces in eV/Å.

## Properties
**Charge**: +1
**Gap between HOMO and LUMO**: 7.30 eV
**DFT total energy**: -7711.057 eV
**Energy relative to the best compared isomer or geometry (same formula, charge and spin)**: 113.0 kcal per mole

# C2H4NO2

A cluster of 2 separate species, C2H4NO2 in total at a distorted geometry (the ωB97M-V functional and the def2-TZVPD basis, the OMol25 dataset).

```
9
Properties=species:S:1:pos:R:3:forces:R:3:nbo_charge:R:1
C 0.347 0.150 0.141 4.71 2.40 0.11 0.324
C -0.339 0.089 -1.144 -1.44 -5.62 1.45 -0.722
N -0.054 -0.081 1.464 -1.46 2.09 -1.79 0.253
O -0.457 0.154 2.527 -2.20 1.74 5.47 0.085
O 0.491 -1.120 0.979 2.47 -3.07 -3.27 -0.173
H 1.644 1.070 0.368 -3.38 -2.55 -0.95 0.320
H 0.263 -0.805 -1.647 -1.16 1.96 0.48 0.322
H -0.474 0.923 -1.722 0.34 2.24 -1.18 0.292
H -1.421 -0.380 -0.966 2.12 0.82 -0.30 0.299
```
Positions in Å, forces in eV/Å.

## Properties
**2S+1**: 3
**Charge**: +1
**Gap between HOMO and LUMO (spin up / spin down)**: 9.69 / 7.22 eV
**DFT total energy**: -7704.850 eV
**⟨S²⟩**: 2.01
**Energy relative to the best compared isomer or geometry (same formula, charge and spin)**: 179.9 kcal per mole

# C2H4NO3

A cluster of 2 separate species, C2H4NO3 in total at a distorted geometry (the ωB97M-V functional and the def2-TZVPD basis, the OMol25 dataset).

```
10
Properties=species:S:1:pos:R:3:forces:R:3:nbo_charge:R:1
C 0.169 2.023 0.411 -0.44 -0.32 0.18 0.521
N 0.723 0.853 0.105 1.01 0.15 -0.16 -0.806
O 0.781 3.074 0.565 -0.04 0.13 -0.13 -0.689
H -0.927 1.963 0.529 0.05 0.03 0.05 0.100
H 0.285 -0.072 0.041 -0.44 0.31 -0.06 0.461
H 1.714 0.925 -0.087 -0.14 -0.26 0.15 0.371
O -0.033 -2.121 0.683 0.16 -0.12 0.14 -0.786
C -0.679 -2.192 -0.378 -0.33 0.28 -0.51 0.621
O -1.014 -1.251 -1.137 0.07 -0.09 0.13 -0.796
H -1.019 -3.203 -0.731 0.11 -0.11 0.22 0.004
```
Positions in Å, forces in eV/Å.

## Properties
**Charge**: -1
**Gap between HOMO and LUMO**: 8.96 eV
**DFT total energy**: -9773.683 eV
**Energy relative to the best compared isomer or geometry (same formula, charge and spin)**: 2.9 kcal per mole

# C2H4NO3

A structure of composition C2H4NO3 at a distorted geometry (the ωB97M-V functional and the def2-TZVPD basis, the OMol25 dataset).

```
10
Properties=species:S:1:pos:R:3:forces:R:3:nbo_charge:R:1
C 0.087 0.373 1.087 0.70 2.80 3.44 0.583
C -1.043 0.347 0.098 -1.51 0.51 0.33 -0.760
N 1.751 1.200 0.733 -1.81 -2.88 -0.69 0.143
O 1.276 2.118 -0.442 -1.22 1.92 2.68 -0.744
O 2.453 0.263 0.186 0.18 1.16 0.35 -0.691
O -0.174 0.288 2.298 0.70 -0.49 -2.60 -0.624
H -1.991 0.220 0.658 0.48 -0.23 0.11 0.197
H -1.204 1.343 -0.373 0.83 -0.89 -0.18 0.248
H -1.001 -0.496 -0.571 0.31 0.03 -0.76 0.216
H 1.637 1.592 -1.091 1.35 -1.92 -2.68 0.431
```
Positions in Å, forces in eV/Å.

## Properties
**Charge**: -1
**Gap between HOMO and LUMO (spin up / spin down)**: 6.42 / 6.42 eV
**DFT total energy**: -9767.593 eV
**Energy relative to the best compared isomer or geometry (same formula, charge and spin)**: 143.4 kcal per mole

# C2H4NO3P

The ion C2H4NO3P with charge -2 at a distorted geometry (the ωB97M-V functional and the def2-TZVPD basis, the OMol25 dataset).

```
11
Properties=species:S:1:pos:R:3:forces:R:3:nbo_charge:R:1
C 2.045 -0.214 -0.003 3.40 0.27 -0.40 -0.574
C -0.228 -0.621 0.260 -0.35 0.46 -0.42 -0.577
N 0.815 0.201 0.029 -2.90 0.06 1.36 0.055
O 0.662 1.542 -0.018 -0.80 -0.89 -0.44 -0.729
O -2.750 -1.223 0.363 -0.70 -0.02 -0.07 -1.259
O -2.188 1.270 0.140 -1.33 0.89 0.97 -1.070
P -1.901 -0.212 -0.418 -0.01 -3.42 -0.70 1.192
H 2.636 0.640 -0.310 0.80 -0.44 0.03 0.161
H 2.249 -1.216 -0.323 0.04 -0.32 -0.20 0.144
H -0.019 -1.735 0.380 0.01 1.58 -0.26 0.163
H -1.321 1.568 -0.101 1.85 1.83 0.14 0.493
```
Positions in Å, forces in eV/Å.

## Properties
**Charge**: -2
**Gap between HOMO and LUMO**: 5.12 eV
**DFT total energy**: -19055.761 eV
**Energy relative to the best compared isomer or geometry (same formula, charge and spin)**: 110.4 kcal per mole

Which value of energy relative to the best compared isomer or geometry (same formula, charge and spin) does entry 2 give?
113.0 kcal per mole

What is the DFT total energy in the fourth record?
-9773.683 eV